1.
Molecular formula: C10H17CrNO
Method: DFT, the ωB97M-V functional and the def2-TZVPD basis

Each line ends with the Mulliken charge.
CARTESIAN COORDINATES (ANGSTROEM)
C -0.518915 1.059902 -2.104163  -0.473
C 0.893952 1.082245 -1.781685  -0.819
C 1.058839 1.835859 -0.560517  -0.237
C -0.239512 2.292215 -0.137724  -0.406
C -1.218526 1.795763 -1.070141  -0.520
Cr -0.175578 -0.074362 -0.230327  0.327
N -1.489873 -1.243429 -0.423796  -0.505
C -0.361003 -2.279910 -0.537936  -0.233
C 0.998790 -1.642950 -0.485866  -1.014
H 2.008162 2.121998 -0.106895  0.462
H 1.701255 0.681500 -2.392676  0.503
H -0.437086 2.967406 0.689486  0.394
H -2.281273 2.023586 -1.047713  0.415
H -0.964664 0.653075 -3.010228  0.414
H 1.513599 -1.667352 -1.450636  0.361
H -0.482637 -3.074117 0.227612  0.274
H -2.370445 -1.603699 -0.075428  0.127
H 1.609431 -1.995776 0.346716  0.199
H -0.504245 -2.818815 -1.495724  0.291
C 1.628491 0.065168 3.097441  -1.451
C 0.312267 -0.543266 2.627419  0.996
C -0.658668 -0.673453 3.798849  -1.607
O -0.287722 0.234248 1.645047  -0.624
H 1.434905 1.034686 3.571782  0.288
H 2.315033 0.219777 2.259566  0.287
H 2.110150 -0.592998 3.827787  0.423
H 0.528248 -1.555595 2.228688  0.066
H -0.817561 0.312141 4.250491  0.325
H -1.623601 -1.048467 3.449298  0.337
H -0.268112 -1.353082 4.560577  0.400

Forces on atoms 1 to 3 (eV/Å):
C 0.85 1.08 0.24
C -1.06 1.09 -0.04
C -0.84 0.55 -0.77

Computed properties:
- total charge = -1
- multiplicity = 4
- HOMO level (alpha / beta) (eV) = -2.486 / -3.317

2.
Molecular formula: C4H11NS
Method: DFT, the ωB97M-V functional and the def2-TZVPD basis

Each line ends with the Mulliken charge.
CARTESIAN COORDINATES (ANGSTROEM)
C 1.577516 0.251887 0.427300  -0.817
C 0.827722 0.679404 -1.910088  -0.803
C -0.656689 -0.103089 -0.038521  -0.309
C -1.489167 -0.001893 1.182307  -0.737
H 2.568444 0.652894 0.155422  0.329
H 1.173840 0.838526 1.467320  0.237
H 1.822735 -1.050360 0.443618  0.210
H -0.121342 0.798749 -2.499885  0.292
H 1.161574 -0.299017 -2.310004  0.352
H 1.620209 1.426091 -2.420499  0.256
H -0.474426 -1.293391 -0.070027  0.248
H -1.421844 0.235221 -0.767493  0.155
H -1.153553 -0.001619 2.356633  0.292
H -2.163144 0.890265 1.280510  0.312
H -1.248937 -2.149416 2.222519  0.166
N 0.540165 0.665734 -0.474046  0.014
S -2.563102 -1.539987 0.954934  -0.198

Forces on atoms 1 to 3 (eV/Å):
C 0.52 -0.34 1.89
C 0.03 -0.25 -2.08
C 0.76 -1.34 -3.22

Computed properties:
- HOMO level (eV) = -8.511

3.
Molecular formula: C5H9P
Method: DFT, the ωB97M-V functional and the def2-TZVPD basis

Each line ends with the Mulliken charge.
CARTESIAN COORDINATES (ANGSTROEM)
C 2.148528 -0.094722 0.389460  -0.804
C 0.424712 0.897672 -2.015664  -0.315
C -0.340877 -0.185356 -1.330443  -0.383
C -0.209675 1.268480 -0.706143  -0.400
C -1.641000 -1.089598 2.286580  -1.108
P 0.410426 -0.171514 0.315127  0.171
H 2.715380 -0.885147 -0.291422  0.262
H 2.690222 0.331755 1.208808  0.320
H 1.461172 0.645270 -2.153564  0.207
H -0.105298 1.516556 -2.777427  0.233
H -1.185169 -0.565310 -1.716888  0.410
H -1.063976 1.796615 -0.523543  0.347
H -1.135877 -1.978891 2.514737  0.367
H -1.691601 -0.433544 3.115375  0.326
H -2.476968 -1.052267 1.685007  0.370

Forces on atoms 1 to 3 (eV/Å):
C 1.02 -2.51 -2.77
C -1.27 1.04 -0.43
C 3.23 2.32 1.26

Computed properties:
- HOMO level (alpha / beta) (eV) = -7.996 / -7.699

4.
Molecular formula: C4H7NO
Method: DFT, the ωB97M-V functional and the def2-TZVPD basis

Each line ends with the Mulliken charge.
CARTESIAN COORDINATES (ANGSTROEM)
O -1.571265 0.885238 -1.009823  -0.525
C -0.199316 0.892291 -0.806049  -0.178
C 0.352937 1.369323 0.528481  -0.737
C 0.344773 -0.058466 0.191818  0.820
C 0.842737 -1.115214 0.975672  -0.434
N -0.411454 -1.065771 1.067825  -0.498
H -1.956903 0.282776 -0.357104  0.359
H 0.326193 1.202729 -1.705142  0.333
H -0.326332 1.625739 1.334346  0.301
H 1.347092 1.810939 0.544400  0.259
H 1.704876 -1.442045 1.534417  0.291
H -0.409970 -2.361384 -0.874288  0.045
H -0.043369 -2.026157 -1.424555  -0.036

Forces on atoms 1 to 3 (eV/Å):
O -0.12 -0.23 0.05
C 0.29 -0.01 -0.20
C -0.05 0.37 0.16

Computed properties:
- SMILES = O[C@H]1C[C@]12C=N2.[H][H]
- HOMO level (eV) = -9.291

5.
Molecular formula: CH4N4
Method: DFT, the ωB97M-V functional and the def2-TZVPD basis

Each line ends with the Mulliken charge.
CARTESIAN COORDINATES (ANGSTROEM)
C -0.574983 1.056261 -0.742889  0.103
N -1.565614 0.343314 -1.315935  -0.411
N -1.019459 -0.858791 -0.578925  -0.150
N -0.288491 0.100415 0.131649  -0.205
N 1.724828 -0.469026 0.690973  -0.448
H -0.086159 1.942384 -0.838222  0.383
H -1.633883 -1.446530 0.035034  0.241
H 1.290378 -1.072367 1.373987  0.251
H 2.153383 0.404339 1.244328  0.236

Forces on atoms 1 to 3 (eV/Å):
C -1.86 -3.69 -0.59
N 0.30 0.01 0.28
N 0.04 0.92 -0.44

Computed properties:
- HOMO level (alpha / beta) (eV) = -9.596 / -9.501

6.
Molecular formula: C41H36BrGeN5O3RuSSbSe4
Method: DFT, the ωB97M-V functional and the def2-TZVPD basis

Each line ends with the Mulliken charge.
CARTESIAN COORDINATES (ANGSTROEM)
Ru -2.372407 -0.860279 -2.534510  0.226
Br 4.203605 -3.262275 -5.146270  -0.289
C 2.523651 -2.967706 -4.293629  -0.359
C 1.943391 -4.003640 -3.539351  -0.266
C 0.744946 -3.798742 -2.924500  -0.949
C 0.035884 -2.555153 -2.994022  0.344
O -1.052359 -2.462724 -2.350935  0.087
C 0.652253 -1.514187 -3.779265  0.588
C 0.136471 -0.194419 -3.950980  -0.267
N -0.969096 0.264750 -3.478469  0.461
C -1.382543 1.600868 -3.648638  -0.117
C -0.605907 2.644252 -4.094832  -0.458
C -1.154875 3.930432 -4.246011  -1.169
C -2.469350 4.175563 -3.959621  -0.670
C -3.293023 3.136349 -3.476749  1.468
C -4.659724 3.304217 -3.148104  -0.790
C -5.363447 2.247618 -2.662492  -0.879
C -4.721328 1.007060 -2.465808  0.079
N -3.461306 0.826187 -2.775873  0.883
C -2.737935 1.856729 -3.299811  0.117
C 1.895039 -1.765393 -4.407717  -0.724
H 2.451995 -4.955193 -3.451207  0.430
H 0.272888 -4.578109 -2.342595  0.445
H 0.759599 0.467620 -4.554305  0.028
H 0.442105 2.496120 -4.318899  0.319
H -0.516017 4.734018 -4.591878  0.342
H -2.889224 5.168136 -4.078474  0.381
H -5.116773 4.279878 -3.271632  0.355
H -6.403449 2.337656 -2.379939  0.405
H -5.241375 0.167143 -2.015843  0.043
H 2.353072 -0.968493 -4.983002  0.457
Se -5.955717 -1.799661 -0.215499  -0.852
Sb -3.802938 -2.720497 -0.954479  0.107
Se -3.796981 -1.980033 -3.933387  -0.865
Se -2.056861 -2.067986 1.041646  -0.105
Se -2.502534 -3.813167 2.384662  -0.465
O -0.334950 1.799933 0.253518  -0.693
C -0.318826 0.727661 -0.370129  -0.473
O -1.308294 0.063771 -0.789262  0.642
C 1.044704 0.090203 -0.700323  0.540
C 2.206829 0.456124 0.216931  -0.897
Ge 2.373589 -0.638207 1.831044  1.756
C 2.569730 -2.517613 1.291672  -0.806
C 3.809213 -3.138761 1.147781  -0.461
C 3.902083 -4.462542 0.734410  -0.593
C 2.748606 -5.187938 0.467102  -0.529
C 1.506343 -4.584282 0.610986  -0.608
C 1.419019 -3.259627 1.014454  1.372
C 4.036932 -0.098825 2.749298  0.006
C 4.081274 0.049668 4.135383  -0.355
C 5.254467 0.417787 4.782637  -0.672
C 6.411789 0.646788 4.050906  -0.400
C 6.386630 0.509930 2.669434  -0.667
C 5.209131 0.142955 2.030268  -0.265
C 0.938978 -0.598074 3.145917  0.022
C 0.802549 -1.691415 4.004225  -0.069
C -0.185648 -1.716395 4.975808  -0.783
C -1.051001 -0.638420 5.105137  -0.461
C -0.925305 0.451707 4.257898  -0.333
C 0.057893 0.472872 3.276579  -0.488
H 1.282992 0.414896 -1.718701  0.105
H 0.892997 -0.989818 -0.767782  -0.385
H 2.148662 1.510919 0.492972  0.120
H 3.150302 0.296076 -0.316664  0.581
H 4.718910 -2.588377 1.366990  0.303
H 4.875062 -4.927692 0.624153  0.384
H 2.817433 -6.220505 0.145064  0.355
H 0.598529 -5.138535 0.405980  0.459
H 0.435930 -2.808768 1.121728  -0.379
H 3.181235 -0.121952 4.716304  0.262
H 5.263566 0.529015 5.860743  0.377
H 7.327950 0.933585 4.553723  0.350
H 7.283742 0.691834 2.088983  0.376
H 5.205996 0.047946 0.949088  0.280
H 1.458523 -2.548943 3.894302  0.366
H -0.302643 -2.587872 5.607999  0.334
H -1.847417 -0.668304 5.839240  0.342
H -1.619860 1.278252 4.329427  0.392
H 0.097669 1.302195 2.577422  0.210
C -1.159546 4.884663 1.354648  -1.229
C -2.371026 4.651999 0.455290  0.036
C -3.062128 3.349982 0.711304  0.092
N -3.499728 2.576186 -0.210464  0.222
N -4.077803 1.420801 0.235845  -0.329
C -4.062799 1.320573 1.529210  0.226
N -4.499535 0.235920 2.215187  -0.052
S -3.313943 2.693305 2.313581  -0.265
H -0.659353 5.818882 1.088479  0.403
H -0.459562 4.058396 1.239429  0.174
H -1.452834 4.954422 2.405886  0.359
H -2.062235 4.615691 -0.590770  0.023
H -3.085434 5.476918 0.560335  0.315
H -5.013576 -0.470552 1.682646  -0.155
H -4.715504 0.334606 3.189179  0.223

Forces on atoms 1 to 3 (eV/Å):
Ru 0.57 0.02 -0.68
Br 0.02 0.00 -0.02
C 0.00 0.07 0.00

Computed properties:
- total charge = -2
- multiplicity = 2
- HOMO level (alpha / beta) (eV) = -1.415 / -1.405